ORCA calculation (ωB97M-V with the def2-TZVPD basis set) on C41H37BF3N3O3S as an isolated structure in a non-equilibrium geometry.

Results
Calculated total energy = -2697.110840 Ha

Positions of all 89 atoms, in Å:
C (-1.8468, 5.3805, 0.8696)
N (-1.7896, 3.9421, 0.9570)
C (-2.9136, 3.2088, 1.1910)
O (-4.0403, 3.6769, 1.3386)
C (-2.5094, 1.7267, 1.1855)
C (-3.4313, 0.9103, 0.2845)
C (-4.9230, 1.0126, 0.5484)
C (-5.7891, 1.2465, -0.5275)
C (-7.1736, 1.3069, -0.3396)
C (-7.7112, 1.1061, 0.9399)
C (-6.8504, 0.8732, 2.0209)
C (-5.4627, 0.8293, 1.8281)
N (-1.1055, 1.7836, 0.7196)
C (-0.3241, 0.6567, 0.5330)
C (0.3806, 0.3449, -0.5926)
C (1.4195, -0.6951, -0.8390)
C (2.7721, -0.1001, -0.8161)
C (3.9471, -0.8616, -0.8703)
C (5.2041, -0.2927, -0.7477)
C (5.3336, 1.0760, -0.5234)
C (6.6333, 1.6496, -0.2955)
N (7.6925, 2.1275, -0.1639)
C (4.1929, 1.8748, -0.5365)
C (2.9502, 1.2964, -0.7258)
C (-0.6170, 3.1820, 0.5546)
C (-0.2650, 3.4613, -0.9119)
C (0.5411, 3.5634, 1.4990)
H (-2.8644, 5.6848, 1.0957)
H (-1.1663, 5.8457, 1.5873)
H (-1.5891, 5.7242, -0.1355)
H (-2.5512, 1.3543, 2.2291)
H (-3.2469, 1.2520, -0.7426)
H (-3.1132, -0.1427, 0.3292)
H (-5.3609, 1.3906, -1.5237)
H (-7.8280, 1.5050, -1.1931)
H (-8.7937, 1.1301, 1.0901)
H (-7.2588, 0.7242, 3.0242)
H (-4.7929, 0.6506, 2.6718)
H (-0.3978, -0.1584, 1.2453)
H (0.2000, 0.9469, -1.4804)
H (2.7491, 0.6363, 2.8383)
H (3.8426, -1.9410, -0.9145)
H (6.0945, -0.9170, -0.7640)
H (4.2722, 2.9402, -0.3272)
H (2.0862, 1.9530, -0.6994)
H (-1.0623, 3.0453, -1.5444)
H (-0.2247, 4.5461, -1.0663)
H (0.7038, 3.0241, -1.1774)
H (0.1947, 3.5066, 2.5402)
H (1.4248, 2.9251, 1.3761)
H (0.8148, 4.6086, 1.2957)
C (2.6505, -5.7318, -3.1174)
C (2.2079, -4.4641, -2.4529)
C (1.4131, -4.4141, -1.2836)
C (0.9985, -3.1903, -0.7743)
C (1.0906, -1.8766, -1.4281)
B (2.9682, -0.4995, 3.1528)
C (0.0052, -1.6331, -2.5026)
C (0.2513, -0.8189, -3.6073)
C (-0.7083, 0.0957, -4.0212)
C (-1.9355, 0.1247, -3.3720)
C (-2.9058, 1.2375, -3.6461)
F (-4.2022, 0.7932, -3.6368)
F (-2.8687, 2.2684, -2.7090)
F (-2.6827, 1.8338, -4.8451)
C (-2.2776, -0.8735, -2.4606)
C (-1.2993, -1.7665, -2.0442)
O (2.3404, -1.1455, 4.2390)
C (2.9094, -2.3868, 4.2829)
C (3.8702, -2.5025, 3.2521)
C (4.5270, -3.6913, 3.0048)
C (4.1986, -4.8001, 3.7891)
C (3.2892, -4.6523, 4.8282)
C (2.5934, -3.4604, 5.0788)
O (3.9207, -1.3446, 2.5359)
S (2.6948, -2.9311, -2.8684)
H (2.0193, -6.5688, -2.8129)
H (2.6128, -5.6497, -4.2068)
H (3.6776, -5.9956, -2.8395)
H (1.1186, -5.3932, -0.8884)
H (0.3552, -3.2415, 0.1072)
H (1.2250, -0.8043, -4.0849)
H (-0.4868, 0.8017, -4.8129)
H (-3.2699, -0.9004, -2.0149)
H (-1.5372, -2.4743, -1.2558)
H (5.2913, -3.7598, 2.2400)
H (4.6223, -5.7880, 3.5842)
H (3.0738, -5.5233, 5.4264)
H (1.8019, -3.3947, 5.8295)

Forces on atoms 1 to 3 (eV/Å):
0.142 0.119 -0.035
-0.544 -0.223 -0.152
-0.528 0.431 -0.166



ORCA calculation (ωB97M-V with the def2-TZVPD basis set) on C41H37FN6Pt as an isolated structure.

Results
Calculated total energy = -2132.318351 Ha

Positions of all 86 atoms, in Å:
Pt (0.1132, 0.0463, -0.0381)
C (1.4309, -3.0660, -1.4928)
C (0.0111, -3.5167, -1.8337)
C (-0.7147, -2.6995, -2.8973)
C (-0.7777, -3.7091, -0.5554)
C (-0.8537, -5.0443, -0.1569)
C (-1.5410, -5.4451, 0.9683)
C (-2.1655, -4.4740, 1.7180)
C (-2.1030, -3.1274, 1.3747)
C (-2.8709, -2.1965, 2.2943)
C (-4.3729, -2.5022, 2.2989)
C (-2.3130, -2.2785, 3.7161)
C (-1.3948, -2.6983, 0.2241)
N (-1.5059, -1.2964, -0.1548)
C (-2.8149, -0.9630, -0.4444)
C (-3.7326, -1.8863, -0.9945)
C (-5.0453, -1.5604, -1.2875)
C (-5.5419, -0.2885, -1.0415)
C (-4.6823, 0.6446, -0.4825)
C (-3.3812, 0.2974, -0.1998)
F (-2.6129, 1.2674, 0.3889)
H (2.0543, -3.0089, -2.3909)
H (1.8923, -3.7829, -0.8122)
H (1.4122, -2.1016, -0.9902)
H (0.1226, -4.5188, -2.2564)
H (-0.8532, -1.6650, -2.6024)
H (-1.7081, -3.1139, -3.0740)
H (-0.1693, -2.7379, -3.8442)
H (-0.3662, -5.7913, -0.7728)
H (-1.5969, -6.4899, 1.2454)
H (-2.7280, -4.7621, 2.5972)
H (-2.7540, -1.1873, 1.9169)
H (-4.5853, -3.4487, 2.8011)
H (-4.7684, -2.5554, 1.2845)
H (-4.9143, -1.7170, 2.8315)
H (-2.4429, -3.2845, 4.1191)
H (-2.8356, -1.5881, 4.3818)
H (-1.2494, -2.0436, 3.7450)
H (-3.3874, -2.8904, -1.1998)
H (-5.6868, -2.3211, -1.7151)
H (-6.5679, -0.0303, -1.2635)
H (-5.0036, 1.6508, -0.2424)
N (7.5196, -1.3944, 6.7838)
C (6.6918, -1.1513, 6.0251)
C (5.6557, -0.8460, 5.0746)
C (5.5068, 0.4572, 4.6063)
C (4.5139, 0.7466, 3.6871)
C (3.6582, -0.2546, 3.2363)
C (3.8039, -1.5521, 3.7221)
C (4.8026, -1.8533, 4.6310)
C (2.5612, 0.0291, 2.2725)
C (1.2707, -0.1052, 2.7583)
C (0.8939, 0.0032, 4.1284)
C (-0.4478, 0.2778, 4.1450)
C (-0.8777, 0.2717, 2.7976)
N (0.1304, 0.0316, 1.9746)
C (2.8877, 0.5390, 1.0090)
C (4.1715, 0.9322, 0.5636)
C (3.9940, 1.6285, -0.6138)
C (2.6132, 1.6152, -0.8711)
N (1.9442, 0.9556, 0.0740)
H (6.1656, 1.2350, 4.9672)
H (4.3860, 1.7588, 3.3267)
H (3.1289, -2.3241, 3.3766)
H (4.9236, -2.8617, 5.0022)
H (1.5707, -0.0329, 4.9664)
H (-1.0736, 0.4661, 5.0016)
H (-1.8645, 0.4573, 2.4162)
H (5.1001, 0.7427, 1.0756)
H (4.7470, 2.1033, -1.2209)
H (2.0919, 2.0807, -1.6923)
N (0.7304, 0.0986, -4.1902)
C (1.0664, -0.0176, -2.8960)
N (0.1527, 0.4628, -2.0836)
C (-0.8571, 0.9632, -2.9204)
C (-1.9930, 1.7142, -2.6372)
C (-2.7921, 2.0917, -3.6966)
C (-2.4637, 1.7693, -5.0209)
C (-1.3029, 1.0881, -5.3238)
C (-0.5094, 0.7101, -4.2483)
H (1.2929, -0.2083, -4.9638)
H (2.0062, -0.4299, -2.5783)
H (-2.2210, 2.0042, -1.6269)
H (-3.6918, 2.6594, -3.5007)
H (-3.1196, 2.0836, -5.8217)
H (-1.0203, 0.8710, -6.3453)

Forces on atoms 1 to 3 (eV/Å):
0.041 0.186 0.158
-0.031 0.087 -0.215
0.021 0.016 -0.017



ORCA calculation (ωB97M-V with the def2-TZVPD basis set) on C41H37N4O3S3Tl as an isolated structure in a non-equilibrium geometry.

Results
Total charge = -2
Calculated total energy = -3396.232504 Ha

Positions of all 89 atoms, in Å:
Tl (0.7999, 1.2841, 0.7921)
O (2.0050, 4.0625, 4.7485)
C (1.6369, 3.1332, 3.9917)
O (1.3913, 3.1882, 2.7691)
C (1.4548, 1.7801, 4.7229)
C (1.5112, 1.7557, 6.1201)
C (1.3668, 0.5520, 6.7842)
C (1.1384, -0.5988, 6.0376)
C (1.0803, -0.4775, 4.6578)
N (1.2449, 0.6749, 4.0178)
H (1.6780, 2.6901, 6.6368)
H (1.4224, 0.5021, 7.8667)
H (1.0064, -1.5656, 6.5103)
H (0.8726, -1.3444, 4.0350)
C (-0.8961, 4.6062, 0.9184)
N (-1.3827, 3.5399, 0.0703)
C (-2.5776, 2.9234, 0.5784)
C (-1.4716, 3.9178, -1.3302)
C (-0.4859, 3.1914, -2.2506)
C (-0.5392, 3.5331, -3.6099)
C (0.2593, 2.8790, -4.5377)
C (1.1274, 1.8820, -4.0998)
C (1.1999, 1.5825, -2.7403)
C (0.3993, 2.2161, -1.7762)
H (-1.6352, 5.4272, 1.0346)
H (0.0187, 5.0125, 0.4873)
H (-0.6326, 4.2130, 1.9011)
H (-3.4556, 3.6054, 0.5814)
H (-2.4026, 2.5835, 1.6019)
H (-2.8193, 2.0477, -0.0300)
H (-1.3120, 5.0009, -1.4303)
H (-2.4861, 3.7187, -1.7043)
H (-1.2212, 4.3176, -3.9466)
H (0.2001, 3.1389, -5.5912)
H (1.7469, 1.3487, -4.8212)
H (1.9062, 0.8173, -2.4117)
S (5.7887, 1.4427, -0.4100)
C (5.0985, 2.9865, -0.6908)
C (3.7846, 3.0508, -0.3511)
C (3.2261, 1.8335, 0.1560)
C (4.1843, 0.8613, 0.1984)
C (4.0827, -0.5322, 0.6083)
C (5.2045, -1.3836, 0.6878)
C (5.0398, -2.7052, 1.0469)
C (3.7619, -3.1777, 1.3265)
C (2.7166, -2.2718, 1.2428)
N (2.8608, -1.0015, 0.9023)
H (5.7223, 3.7668, -1.1081)
H (3.2165, 3.9669, -0.4642)
H (6.1864, -0.9868, 0.4642)
H (5.8977, -3.3659, 1.1073)
H (3.5882, -4.2094, 1.6069)
H (1.6952, -2.5923, 1.4466)
S (-2.0943, -1.4291, 1.7427)
C (-3.7277, -1.2332, 1.9354)
N (-4.5705, -1.4510, 0.8537)
C (-5.9179, -1.3011, 0.9026)
C (-6.5332, -0.9662, 2.0591)
C (-5.7334, -0.7222, 3.2125)
C (-4.3844, -0.8500, 3.1456)
H (-4.1061, -1.6017, -0.0312)
H (-6.4528, -1.4926, -0.0169)
H (-7.6082, -0.8717, 2.0937)
H (-6.2058, -0.4111, 4.1352)
H (-3.7571, -0.6576, 4.0034)
O (0.2423, -0.8635, -1.0174)
S (-0.5994, -2.0681, -1.0122)
C (-1.6539, -1.8890, -2.4781)
C (-2.8675, -2.5540, -2.5789)
C (-3.6893, -2.3121, -3.6730)
C (-3.2871, -1.4194, -4.6580)
C (-2.0720, -0.7512, -4.5405)
C (-1.2564, -0.9765, -3.4431)
C (0.4453, -3.3565, -1.7657)
C (-0.0067, -4.6593, -1.9262)
C (0.8601, -5.6238, -2.4171)
C (2.1748, -5.2885, -2.7214)
C (2.6242, -3.9886, -2.5307)
C (1.7559, -3.0159, -2.0536)
H (-3.1735, -3.2466, -1.7991)
H (-4.6516, -2.8057, -3.7497)
H (-3.9298, -1.2297, -5.5092)
H (-1.7664, -0.0357, -5.2935)
H (-0.3344, -0.4211, -3.2944)
H (-1.0271, -4.9150, -1.6596)
H (0.5180, -6.6432, -2.5531)
H (2.8508, -6.0441, -3.1036)
H (3.6553, -3.7320, -2.7388)
H (2.0761, -1.9948, -1.8723)

Forces on atoms 1 to 3 (eV/Å):
-0.185 0.245 -0.146
-0.036 -0.073 0.066
0.028 0.524 -0.219



ORCA calculation (ωB97M-V with the def2-TZVPD basis set) on C41H38AsCeN3O3PS5Sb as an isolated structure in a non-equilibrium geometry.

Results
Calculated total energy = -7258.497065 Ha

Positions of all 94 atoms, in Å:
Ce (-1.2933, -1.2260, 1.2938)
C (4.3629, -2.2398, 1.8965)
C (3.1375, -1.8985, 2.6709)
N (3.1062, -0.9470, 3.4976)
O (4.2783, -0.1772, 3.4672)
C (1.8958, -2.6794, 2.5463)
C (1.9921, -4.1860, 2.7829)
N (0.7782, -2.1103, 2.2164)
O (-0.2612, -2.9336, 2.1093)
H (4.7240, -1.3345, 1.4188)
H (4.1721, -2.9925, 1.1176)
H (5.1816, -2.5854, 2.4977)
H (4.1214, 0.3493, 4.2863)
H (0.9761, -4.5430, 2.9128)
H (2.4832, -4.3574, 3.7591)
H (2.5758, -4.7080, 1.9918)
O (-2.3610, -1.9423, 4.3512)
N (-1.4241, -1.0075, 3.9287)
C (-0.7593, -0.5865, 4.9252)
C (0.2935, 0.4836, 4.9402)
C (0.9600, 0.5788, 6.1833)
C (2.0115, 1.4592, 6.4079)
C (2.2508, 2.3915, 5.4233)
C (1.6037, 2.3415, 4.1593)
C (0.6116, 1.4165, 3.9249)
P (-0.3799, 1.4683, 2.4048)
C (-1.5769, 2.8825, 2.5082)
C (-1.2534, 4.2470, 2.3127)
C (-2.3513, 5.1161, 2.2205)
C (-3.6499, 4.7346, 2.5710)
C (-3.9383, 3.4398, 2.9513)
C (-2.9024, 2.5276, 2.8706)
C (0.7995, 2.0429, 1.1802)
C (0.4406, 2.7534, 0.0464)
C (1.2281, 2.8901, -1.0526)
C (2.5599, 2.4416, -1.0205)
C (3.0007, 1.7628, 0.0814)
C (2.0848, 1.4862, 1.1254)
H (-2.9367, -2.0469, 3.6223)
H (-0.9659, -1.0324, 5.9038)
H (0.4960, -0.0150, 6.9950)
H (2.4341, 1.5317, 7.3867)
H (3.0394, 3.1785, 5.5189)
H (1.8981, 3.0784, 3.4125)
H (-0.2919, 4.6716, 2.0502)
H (-2.1057, 6.1408, 1.9630)
H (-4.3822, 5.5542, 2.6899)
H (-4.9148, 3.1449, 3.2371)
H (-3.0718, 1.4760, 3.0696)
H (-0.5637, 3.1119, -0.0089)
H (0.9506, 3.3910, -1.9505)
H (3.3226, 2.7039, -1.7504)
H (3.9885, 1.3276, 0.2917)
H (2.3805, 0.8471, 1.9484)
S (-5.8755, -1.2865, -0.9185)
As (-4.0646, -1.3832, -0.1211)
S (-2.6404, 0.1875, -0.7540)
S (-2.7835, -3.1307, -0.0237)
S (-3.9400, -0.8550, 1.9766)
S (0.7468, -1.0403, -0.6287)
Sb (-0.4049, -0.7911, -2.6547)
C (-2.0609, -1.8067, -3.5795)
C (-2.0121, -3.1995, -3.5983)
C (-2.9817, -3.9759, -4.2794)
C (-3.9479, -3.3215, -5.0092)
C (-3.9916, -1.9450, -5.0127)
C (-3.0436, -1.1698, -4.3409)
C (0.9835, -1.8513, -3.9225)
C (1.6692, -2.9124, -3.2813)
C (2.3797, -3.9601, -3.9912)
C (2.5005, -3.7666, -5.3640)
C (1.7816, -2.7993, -6.0106)
C (0.9447, -1.9145, -5.3307)
C (-0.4399, 1.2364, -3.2311)
C (0.7022, 1.6925, -3.9666)
C (0.6823, 2.9654, -4.5840)
C (-0.4246, 3.8214, -4.3474)
C (-1.5918, 3.3022, -3.7338)
C (-1.5438, 2.0894, -3.1321)
H (-1.4028, -3.8028, -2.9000)
H (-2.9338, -5.0617, -4.2902)
H (-4.6856, -3.9413, -5.5012)
H (-4.7628, -1.4254, -5.5488)
H (-3.2205, -0.1258, -4.3114)
H (1.6147, -2.9302, -2.1832)
H (2.9360, -4.7212, -3.4756)
H (3.1437, -4.3865, -6.0489)
H (1.8735, -2.7447, -7.0765)
H (0.2604, -1.2955, -5.9177)
H (1.4655, 0.9549, -4.2202)
H (1.4664, 3.3134, -5.2467)
H (-0.3107, 4.8230, -4.7266)
H (-2.4604, 3.8924, -3.5102)
H (-2.3834, 1.8442, -2.4912)

Forces on atoms 1 to 3 (eV/Å):
-0.482 0.005 -0.314
-0.294 -0.245 -1.218
0.088 -0.107 -0.162



ORCA calculation (ωB97M-V with the def2-TZVPD basis set) on C41H38CdClN6OPS3Se as an isolated structure.

Results
Total charge = +2
Calculated total energy = -6553.886825 Ha

Positions of all 93 atoms, in Å:
Cd (-0.2141, -0.0941, 0.2209)
N (-1.7511, 0.0241, 3.5379)
C (-0.3986, 0.0346, 3.5398)
N (0.3229, -0.0039, 2.4430)
C (1.6858, 0.0436, 2.7308)
C (1.9786, 0.1299, 4.0408)
S (0.5320, 0.1462, 4.9795)
C (2.6479, -0.0064, 1.6144)
C (3.9883, -0.0065, 1.7267)
S (4.7185, -0.1179, 0.1721)
C (3.1584, -0.1411, -0.5461)
N (2.1682, -0.0812, 0.3076)
N (2.9892, -0.1690, -1.8922)
H (-2.2083, -0.3196, 2.6968)
H (-2.2260, -0.1424, 4.4089)
H (2.9454, 0.1890, 4.5139)
H (4.5914, 0.0412, 2.6192)
H (3.7736, -0.3779, -2.4849)
H (2.0751, -0.3869, -2.2560)
Cl (-0.4247, 0.0646, -2.6775)
C (-0.2658, 1.7882, -3.0503)
C (-0.2282, 2.0938, -4.4001)
C (-0.1116, 3.4199, -4.7853)
C (-0.0377, 4.4219, -3.8270)
C (-0.0813, 4.0917, -2.4848)
C (-0.1942, 2.7650, -2.0598)
P (-0.2700, 2.4293, -0.2731)
C (1.2543, 3.0832, 0.4377)
C (2.4154, 3.1941, -0.3245)
C (3.6172, 3.5241, 0.2874)
C (3.6672, 3.7396, 1.6582)
C (2.5148, 3.6166, 2.4238)
C (1.3134, 3.2794, 1.8188)
C (-1.6321, 3.4649, 0.3043)
C (-1.4513, 4.7135, 0.8918)
C (-2.5546, 5.4777, 1.2507)
C (-3.8351, 5.0041, 1.0117)
C (-4.0186, 3.7629, 0.4132)
C (-2.9192, 2.9908, 0.0690)
H (-0.2903, 1.3042, -5.1365)
H (-0.0803, 3.6670, -5.8384)
H (0.0507, 5.4575, -4.1270)
H (-0.0307, 4.8781, -1.7400)
H (2.3894, 3.0260, -1.3947)
H (4.5147, 3.6204, -0.3102)
H (4.6034, 4.0104, 2.1293)
H (2.5499, 3.7850, 3.4925)
H (0.4224, 3.1665, 2.4275)
H (-0.4551, 5.1008, 1.0649)
H (-2.4097, 6.4481, 1.7073)
H (-4.6916, 5.6072, 1.2849)
H (-5.0176, 3.4016, 0.2130)
H (-3.0529, 2.0205, -0.3909)
O (-0.1774, -2.3003, 0.0062)
S (0.4880, -3.1632, -1.0679)
C (-0.2561, -4.7551, -0.8710)
C (-0.0719, -5.6832, -1.8863)
C (-0.6283, -6.9438, -1.7372)
C (-1.3641, -7.2473, -0.5985)
C (-1.5515, -6.2957, 0.3959)
C (-0.9946, -5.0309, 0.2688)
C (2.1411, -3.4309, -0.4857)
C (2.4230, -3.3122, 0.8674)
C (3.7281, -3.5174, 1.2885)
C (4.7196, -3.8397, 0.3675)
C (4.4176, -3.9507, -0.9833)
C (3.1176, -3.7364, -1.4221)
H (0.4911, -5.4337, -2.7785)
H (-0.4961, -7.6854, -2.5135)
H (-1.8018, -8.2308, -0.4902)
H (-2.1347, -6.5382, 1.2743)
H (-1.1399, -4.2715, 1.0248)
H (1.6377, -3.0594, 1.5689)
H (3.9712, -3.4349, 2.3403)
H (5.7340, -4.0073, 0.7055)
H (5.1928, -4.2004, -1.6957)
H (2.8739, -3.8089, -2.4764)
C (-4.4543, -0.0355, -2.4551)
N (-5.0931, 0.1861, -1.1588)
C (-6.3331, 0.7727, -0.9748)
C (-6.5689, 0.7789, 0.3502)
N (-5.4677, 0.2004, 0.9588)
C (-5.3205, 0.0103, 2.3983)
C (-4.5659, -0.1667, 0.0299)
Se (-2.9819, -1.1231, 0.2749)
H (-5.2200, 0.0088, -3.2243)
H (-3.9812, -1.0127, -2.4573)
H (-3.7027, 0.7311, -2.6412)
H (-6.9341, 1.1141, -1.7991)
H (-7.4158, 1.1305, 0.9128)
H (-6.3098, -0.0029, 2.8468)
H (-4.7388, 0.8266, 2.8244)
H (-4.8259, -0.9396, 2.5820)

Forces on atoms 1 to 3 (eV/Å):
-0.362 0.194 0.202
0.019 -0.011 0.011
-0.058 -0.009 -0.239



no.,molar mass (g mol⁻¹)
1,719.638
2,827.865
3,934.356
4,1148.880
5,984.796